# 1
Computed, not measured: a single C4H10N2O2 molecule, with the ωB97M-V functional and the def2-TZVPD basis.

```
18
Properties=species:S:1:pos:R:3:mulliken_charge:R:1
C -1.48827 -1.08938 -1.03135 -1.405
C -1.71913 0.79374 0.65944 -1.519
C -0.89365 -0.39861 0.19452 1.450
O -0.42136 -1.18544 1.13058 -0.836
H -0.80565 -1.86940 -1.37534 0.332
H -1.65593 -0.37274 -1.83919 0.306
H -2.43438 -1.55925 -0.75806 0.380
H -1.86544 1.51349 -0.15198 0.320
H -1.20279 1.28050 1.48850 0.345
H -2.69445 0.45447 1.01280 0.372
N 2.74570 0.07458 0.73435 -0.313
C 1.67486 -0.47933 0.15459 0.014
O 1.09604 1.41977 -1.13274 -0.438
N 0.71168 0.27235 -0.37845 -0.109
H 0.89733 2.13915 -0.51436 0.339
H 3.54215 -0.50419 0.95460 0.238
H 2.87770 1.07520 0.70727 0.213
H 1.63559 -1.56490 0.14482 0.310
```

## Properties
2S+1	1
HOMO level	-0.2934	Ha
orbital gap	0.3065	hartree


# 2
Computed, not measured: a single C4H10N2O2 molecule, with the ωB97M-V functional and the def2-TZVPD basis.

```
18
Properties=species:S:1:pos:R:3:mulliken_charge:R:1
C -0.19328 -0.20710 0.29070 0.426
C -0.36131 0.84537 -0.76403 -0.459
C -2.57300 1.45538 -0.32301 -0.521
C 2.19380 -0.63434 -0.05074 -0.857
N 0.85168 -1.18193 -0.01066 -0.163
N 0.13307 0.38496 1.58293 -0.605
O -1.46517 1.47265 -0.98696 -0.261
O 0.54290 -1.78527 -1.27276 -0.413
H 0.52697 -2.73657 -1.10158 0.336
H -1.13489 -0.80191 0.32384 0.276
H 0.40534 1.02269 -1.49511 0.271
H -0.53244 1.11076 1.81220 0.239
H 0.10608 -0.32033 2.31260 0.245
H -2.73593 0.84668 0.55003 0.292
H -3.36289 2.05417 -0.73138 0.265
H 2.35624 -0.11634 0.88929 0.352
H 2.88983 -1.46667 -0.14352 0.281
H 2.35303 0.05779 -0.88184 0.295
```

## Properties
2S+1	1
HOMO level (spin up / spin down)	-0.2662 / -0.2712	Ha
orbital gap (spin up / spin down)	0.2944 / 0.2998	hartree


# 3
Computed, not measured: 2 unconnected molecules or ions with the total composition C4H10N2O2, with the ωB97M-V functional and the def2-TZVPD basis.

```
18
Properties=species:S:1:pos:R:3:mulliken_charge:R:1
C 0.47356 1.16415 -0.14666 -0.484
C -0.00282 1.26787 1.28616 -1.172
C 1.51919 -0.21043 -0.35393 -0.043
N 2.52615 -0.40676 0.39661 -0.692
H 2.38062 -0.16430 1.37678 0.258
H 1.57402 -0.41529 -1.42711 0.404
H 1.21710 1.93742 -0.35773 0.392
H -0.32388 1.38604 -0.85997 0.385
H -1.02276 1.66347 1.34182 0.319
H -0.03419 0.35126 1.88399 0.306
H 0.64595 1.90679 1.89347 0.343
C -1.01585 -1.10391 -1.07399 0.572
N -2.20138 -0.82951 -0.48097 -0.350
O -0.11951 -1.69333 -0.10559 -0.498
O -0.80601 -1.25182 -2.25417 -0.579
H 0.35878 -2.41231 -0.56698 0.362
H -2.23637 -0.72539 0.52076 0.230
H -2.93260 -0.46393 -1.07251 0.246
```

## Properties
2S+1	1
HOMO level	-0.3304	Ha
orbital gap	0.3526	hartree


# 4
Computed, not measured: a single C4H10N2O2 molecule, with the ωB97M-V functional and the def2-TZVPD basis.

```
18
Properties=species:S:1:pos:R:3:mulliken_charge:R:1
C 0.62699 0.18576 -1.67725 -1.808
C 0.58772 -0.09752 0.86531 0.496
N 0.58206 -0.98736 1.88057 -0.450
N 1.39246 0.97647 0.97621 -0.390
C 0.09157 -0.57334 -0.47496 0.177
H 1.21002 1.69852 0.29538 0.246
H 1.55589 1.33885 1.90501 0.244
H -0.07220 -1.75009 1.78957 0.269
H 0.66720 -0.63533 2.82300 0.223
H 0.28795 -1.64443 -0.58374 0.352
H 0.17297 -0.22427 -2.57763 0.370
H 0.34115 1.23875 -1.63204 0.399
H 1.71269 0.11174 -1.76214 0.388
C -1.43052 -0.24419 -0.15063 0.129
O -2.19273 0.00959 -1.32943 -0.541
O -1.33755 0.79288 0.69398 -0.768
H -2.31048 0.96874 -1.32602 0.350
H -1.88519 -1.16479 0.28481 0.315
```

## Properties
2S+1	1
HOMO level	-0.2905	Ha
orbital gap	0.3140	hartree


# 5
Computed, not measured: a single C4H10N2O2 molecule, with the ωB97M-V functional and the def2-TZVPD basis.

```
18
Properties=species:S:1:pos:R:3:mulliken_charge:R:1
C -0.90338 0.81236 1.41527 -1.321
C 0.90955 -1.60032 0.58831 -1.431
N -1.16380 -0.78010 -0.87054 -0.415
C 0.46074 -0.40905 -0.23243 0.829
C 0.10763 0.82617 0.50532 0.788
N 0.63435 2.03406 0.04124 -0.555
O -2.00539 -0.16281 -1.84680 -0.391
O 1.31267 -0.11273 -1.30516 -0.594
H -1.37544 0.21414 -2.48652 0.330
H 2.20216 -0.42121 -1.07538 0.349
H -1.71811 -1.08552 -0.07558 0.287
H 0.94538 1.97709 -0.92496 0.280
H -0.02018 2.80397 0.13315 0.244
H -1.29292 1.73817 1.82060 0.258
H -1.20874 -0.09180 1.92403 0.222
H 1.88638 -1.41543 1.05133 0.406
H 1.02266 -2.48439 -0.04930 0.398
H 0.20641 -1.84259 1.38740 0.317
```

## Properties
2S+1	1
HOMO level (spin up / spin down)	-0.2634 / -0.2634	Ha
orbital gap (spin up / spin down)	0.2870 / 0.2870	hartree


# 6
Computed, not measured: a molecular structure, C4H10N2O2, with the ωB97M-V functional and the def2-TZVPD basis.

```
18
Properties=species:S:1:pos:R:3:mulliken_charge:R:1
C 0.76586 -0.59921 -0.92320 0.288
C -1.79122 1.10628 0.88176 -0.892
C 1.50798 -0.53706 -2.21904 -1.274
N -0.73137 0.10652 0.74395 0.134
C 0.45224 0.60620 -0.23389 0.274
N -0.20140 -0.41627 1.97126 -0.727
O 1.06113 -1.78950 -0.21258 -0.547
O 0.57460 1.78765 -0.45686 -0.609
H 0.94907 -1.62859 0.73829 0.462
H -0.68594 -0.56467 -0.37242 0.480
H 0.12375 0.35594 2.55454 0.261
H -0.94639 -0.90009 2.46430 0.230
H -2.18859 1.33487 -0.10652 0.314
H -1.39659 2.02891 1.31550 0.335
H -2.58819 0.70163 1.50672 0.358
H 1.29133 -1.43322 -2.80395 0.346
H 2.59051 -0.50116 -2.05575 0.265
H 1.21320 0.34177 -2.79209 0.303
```

## Properties
2S+1	1
HOMO level	-0.2731	Ha
orbital gap	0.2931	hartree


# 7
Computed, not measured: 2 unconnected molecules or ions with the total composition C4H10N2O2, with the ωB97M-V functional and the def2-TZVPD basis.

```
18
Properties=species:S:1:pos:R:3:mulliken_charge:R:1
C 1.50116 -0.92312 0.80194 -1.514
C 0.01012 -0.82569 0.72614 0.690
N -0.30581 1.32819 1.83128 -0.571
C -0.74451 0.20943 1.11822 -0.323
O -0.63346 -1.83540 0.03218 -0.512
H 0.02498 -2.47810 -0.25191 0.301
H 0.66927 1.55619 1.66780 0.198
H -0.89768 2.12901 1.68239 0.248
H -1.81052 0.13636 0.99308 0.409
H 1.93699 -0.74323 -0.18164 0.306
H 1.91230 -0.18708 1.48814 0.358
H 1.80124 -1.90666 1.14980 0.434
C -1.29234 0.09776 -2.09777 -0.332
O 0.70792 1.11985 -1.62855 -0.411
N -0.72134 1.00143 -1.43118 -0.230
H 0.96364 1.94617 -1.19250 0.333
H -0.79019 -0.54512 -2.81660 0.327
H -2.33176 -0.07998 -1.89080 0.290
```

## Properties
2S+1	1
HOMO level	-0.2622	Ha
orbital gap	0.2917	hartree


# 8
Computed, not measured: a single C4H10N2O2 molecule, with the ωB97M-V functional and the def2-TZVPD basis.

```
18
Properties=species:S:1:pos:R:3:mulliken_charge:R:1
C -0.71025 0.32511 0.23049 0.454
C 0.96657 -1.67908 0.29215 -0.706
C -2.20413 0.52409 0.40111 -1.356
C -0.28261 0.53058 -1.16788 0.293
N -0.35904 -1.26293 0.54915 -0.474
N 1.85250 1.34286 -0.25496 -0.454
O 1.16584 0.63221 -1.30826 -0.313
O -0.86061 0.28387 -2.17962 -0.505
H -0.56063 -1.32779 1.54083 0.263
H -0.09856 0.94239 0.90081 0.452
H 2.75848 0.88401 -0.19623 0.246
H 2.01605 2.28010 -0.62563 0.238
H 1.32888 -1.05648 -0.66071 0.264
H 1.00061 -2.75708 0.10745 0.308
H 1.70828 -1.36694 1.04227 0.256
H -2.50768 0.22089 1.39970 0.354
H -2.47966 1.56894 0.25634 0.374
H -2.73403 -0.08476 -0.32701 0.308
```

## Properties
2S+1	1
HOMO level	-0.3331	Ha
orbital gap	0.3622	hartree


# 9
Computed, not measured: 2 unconnected molecules or ions with the total composition C4H10N2O2, with the ωB97M-V functional and the def2-TZVPD basis.

```
18
Properties=species:S:1:pos:R:3:mulliken_charge:R:1
C -1.82279 0.14338 1.72959 -1.021
C -0.34247 -0.01766 1.91010 0.633
O 0.37499 0.95714 2.04336 -0.601
N 0.18336 -1.30059 2.01910 -0.453
H 1.11730 -1.45632 1.69082 0.246
H -0.46765 -2.03526 1.80553 0.231
H -2.01522 1.18332 1.48449 0.258
H -2.31803 -0.09281 2.66745 0.384
H -2.32857 -0.41817 0.94728 0.325
C 1.26843 -0.25534 -2.57038 -1.140
C 0.25107 0.19932 -1.54574 0.659
O -0.75182 -0.43487 -1.32247 -0.576
N 0.60209 1.31648 -0.84250 -0.309
H 1.21429 0.21614 -3.55043 0.291
H 1.21406 -1.33978 -2.70333 0.304
H -0.08469 1.96594 -0.52182 0.223
H 1.57298 1.54765 -0.92600 0.175
H 2.33269 -0.17857 -2.31505 0.372
```

## Properties
2S+1	1
HOMO level	-0.3555	Ha
orbital gap	0.3848	hartree


# 10
Computed, not measured: 2 unconnected molecules or ions with the total composition C4H10N2O2, with the ωB97M-V functional and the def2-TZVPD basis.

```
18
Properties=species:S:1:pos:R:3:mulliken_charge:R:1
C 0.86721 -1.50659 0.01123 -1.503
C 0.70712 0.72181 -1.29907 -1.110
C 0.84587 0.55724 1.25627 -1.351
C 0.58108 -0.08334 -0.06155 1.104
N -2.18004 0.63233 -0.03618 0.201
N -1.42738 -0.37190 -0.03595 0.565
O -3.42529 0.62197 -0.05623 -0.665
O -1.72990 -1.57145 -0.15541 -0.706
H 1.48490 -1.88010 -0.73137 0.426
H 1.09812 -1.84050 1.01216 0.340
H -0.10864 -1.98333 -0.22465 0.401
H 1.66757 1.31084 -1.36700 0.343
H -0.01994 1.52136 -1.18844 0.324
H 0.46624 0.15350 -2.19873 0.351
H 0.67792 -0.13121 2.00415 0.414
H 1.89009 0.78972 1.47693 0.403
H 0.32989 1.52507 1.52848 0.271
H -1.72483 1.53456 0.06534 0.192
```

## Properties
2S+1	1
HOMO level	-0.3035	Ha
orbital gap	0.3208	hartree


# 11
Computed, not measured: a single C4H10N2O2 molecule, with the ωB97M-V functional and the def2-TZVPD basis.

```
18
Properties=species:S:1:pos:R:3:mulliken_charge:R:1
O 2.42677 -0.21658 0.86048 -0.549
C 2.30866 0.45816 -0.29389 -0.484
N 0.91523 0.89686 -0.68596 -0.218
C -0.03778 -0.17636 -0.68314 0.217
C -1.48836 0.31039 -0.95732 -0.777
O -2.16203 0.99098 -0.00592 -0.644
C -0.26222 -0.81046 0.74423 -0.746
N -1.58204 -1.33525 1.04445 -0.510
H 2.74599 1.47988 -0.23104 0.324
H 0.56746 1.70578 -0.02321 0.403
H 0.31341 -0.86250 -1.49203 0.367
H -2.00318 -0.62179 -1.23668 0.401
H -1.36493 0.88643 -1.91899 0.385
H -1.78394 -2.25941 0.60179 0.274
H 2.79306 0.00975 -1.17316 0.364
H 0.51502 -1.56447 0.90348 0.470
H -0.07479 -0.00333 1.48030 0.347
H -2.28017 -0.58722 0.88432 0.376
```

## Properties
2S+1	1
HOMO level	-0.3259	Ha
orbital gap	0.1805	hartree


# 12
Computed, not measured: 2 unconnected molecules or ions with the total composition C4H10N2O2, with the ωB97M-V functional and the def2-TZVPD basis.

```
18
Properties=species:S:1:pos:R:3:mulliken_charge:R:1
C 0.85670 2.66262 1.88484 -1.029
C 0.12685 1.74664 0.94875 0.740
O -0.71331 2.04582 0.12619 -0.583
N 0.62500 0.46211 1.01487 -0.229
H 0.20116 2.91599 2.72752 0.261
H 1.38243 3.50328 1.44202 0.283
H 0.05976 -0.19812 0.50727 0.062
H 1.35440 0.07738 1.57718 0.183
H 1.67516 2.17725 2.43383 0.293
C -0.73559 -0.78719 -1.93434 -1.049
C -0.04194 -1.88923 -1.22357 0.617
O 1.06483 -1.82587 -0.71023 -0.596
N -0.88464 -2.88456 -0.75195 -0.412
H -0.11509 -0.07519 -2.48363 0.316
H -1.27938 -0.14393 -1.24191 0.344
H -0.41106 -3.67107 -0.34807 0.229
H -1.77298 -3.07166 -1.19039 0.205
H -1.39228 -1.04428 -2.77839 0.362
```

## Properties
2S+1	1
HOMO level	-0.3600	Ha
orbital gap	0.3904	hartree


# 13
Computed, not measured: 3 unconnected molecules or ions with the total composition C4H10N2O2, with the ωB97M-V functional and the def2-TZVPD basis.

```
18
Properties=species:S:1:pos:R:3:mulliken_charge:R:1
N -0.19558 1.47165 -1.87042 -0.449
C 0.81412 0.96822 -1.01932 -0.252
C 0.33071 -0.49523 -0.43242 -0.500
N -1.09542 -0.70653 -0.40793 -0.429
C -1.94389 -0.62944 0.90980 -0.164
C -1.30723 -0.82308 2.19686 -0.142
O -0.20258 -0.38005 2.51048 -0.477
O 3.14463 -0.41130 -0.38179 -0.649
H -1.88316 -1.28329 3.05705 0.338
H 3.98549 -0.60078 -0.85057 0.242
H 0.04995 2.44587 -2.01428 0.298
H 1.86207 0.75892 -1.41607 0.349
H 0.93046 1.53571 -0.09089 0.343
H 0.82976 -0.64056 0.55099 0.338
H 0.80192 -1.22585 -1.07134 0.341
H -1.53132 0.04266 -0.97289 0.322
H -1.75800 1.13085 0.61635 0.175
H -2.83195 -1.15776 0.68638 0.315
```

## Properties
2S+1	1
HOMO level	-0.3138	Ha
orbital gap	0.1663	hartree


# 14
Computed, not measured: 2 unconnected molecules or ions with the total composition C4H10N2O2S, with the ωB97M-V functional and the def2-TZVPD basis.

```
19
Properties=species:S:1:pos:R:3:mulliken_charge:R:1
C -2.17282 1.74408 0.25484 -0.467
C -1.42366 1.11804 -0.61910 -0.515
C 0.12932 -2.90403 -0.06187 -0.792
C -0.04087 -0.46296 0.13863 -0.600
N 1.18828 2.15272 0.42207 -0.376
N 0.05833 -1.58878 -0.67287 -0.233
O 1.72107 0.50019 -1.39122 -0.705
O 2.49843 0.10485 0.92488 -0.646
S 1.47063 0.58494 0.03659 1.160
H -2.97436 2.28980 -0.12147 0.337
H -1.96949 1.64562 1.37296 0.191
H -1.52929 0.98836 -1.65213 0.389
H 0.26385 -3.76449 -0.64798 0.327
H 1.09338 -3.07605 0.55563 0.258
H -0.85150 -2.94241 0.58937 0.265
H -0.37983 -0.57942 1.07110 0.604
H 1.48812 2.68873 1.25998 0.224
H 0.68254 2.78772 -0.10029 0.233
H 0.74786 -1.28692 -1.35911 0.346
```

## Properties
2S+1	1
HOMO level	-0.3054	Ha
orbital gap	0.3285	hartree


Relative energy (zero: lowest compared OMol25 entry of this formula, charge and spin)? In order: 115.8 158.2 68.9 58.9 133.9 130.8 104.0 101.1 18.0 174.5 201.9 22.2 300.3 97.9 kcal/mol.
Electronic energy? In order: -11381.8826 -11380.0419 -11383.9159 -11384.3488 -11381.0949 -11381.2329 -11382.3922 -11382.5180 -11386.1219 -11379.3368 -11378.1483 -11385.9400 -11373.8820 -22215.6326 eV.